A structure of composition C6H39N2O12, computed with the ωB97M-V functional and the def2-TZVPD basis.

```
59
Properties=species:S:1:pos:R:3:forces:R:3:lowdin_charge:R:1
O -2.563 0.652 3.257 0.4 -0.8 0.1 -0.085
O -0.229 -0.438 4.108 0.4 0.0 -0.3 -0.063
O -3.272 -0.066 0.908 -1.6 2.0 1.4 -0.075
O 3.688 0.648 -1.502 0.1 -0.1 -0.1 -0.069
O -3.071 -1.021 -1.009 -3.3 0.0 -3.9 -0.159
O 2.303 0.195 3.647 -0.4 1.6 1.6 -0.050
O 2.194 -0.759 -3.628 0.8 0.6 -0.2 -0.066
O -1.642 0.672 -2.552 -3.7 4.7 -8.7 0.070
O 0.434 1.372 -4.065 -0.5 0.0 -0.2 -0.046
O 2.541 3.222 -1.824 0.3 -1.0 -0.9 -0.070
O 0.078 -2.617 2.424 -0.2 0.5 -0.3 -0.088
O 2.450 -1.479 1.976 0.5 -0.8 -1.0 -0.074
N -1.867 -2.608 0.416 0.6 -0.8 0.8 0.156
N -0.935 -0.500 -1.015 5.6 -2.7 4.1 -0.146
C -0.812 -1.803 -1.668 0.0 0.3 -0.5 -0.197
C 0.313 -0.094 -0.304 -2.1 0.3 0.4 -0.125
C 0.987 3.243 0.524 -0.2 1.1 0.6 -0.012
C -0.810 -2.914 -0.648 0.1 -0.5 1.2 -0.094
C -0.048 2.430 0.321 1.3 -1.7 0.1 -0.134
C 0.009 0.981 0.747 -1.1 -0.7 2.6 -0.186
H 1.398 0.174 4.030 0.2 -0.1 -0.7 0.030
H -1.214 0.221 -1.686 2.1 -1.6 5.0 -0.182
H 1.723 3.146 1.339 -0.2 -0.7 -0.8 0.091
H -0.984 -3.900 -1.096 -0.1 0.3 0.2 0.135
H 3.510 1.607 -1.420 0.1 -0.3 -0.3 0.016
H -0.854 0.365 -3.023 0.4 0.5 -0.8 0.101
H 1.749 2.940 -1.326 0.6 0.9 0.0 0.002
H 0.094 -2.989 -0.032 0.0 0.1 -0.5 0.110
H -0.311 -1.800 2.781 0.2 -0.3 0.5 0.009
H 0.985 0.582 -4.155 0.4 0.0 0.2 0.005
H -1.136 -0.120 3.909 -0.1 0.4 0.6 0.025
H -1.721 -1.898 -2.235 -0.2 -0.4 -0.4 0.111
H 0.555 -1.004 0.287 1.2 0.9 -0.8 0.102
H 2.708 0.969 4.051 0.3 -0.1 0.0 0.083
H 0.969 0.432 -1.000 1.0 -1.1 -0.1 0.109
H 1.118 4.168 -0.043 -0.6 0.1 0.6 0.063
H 0.639 0.776 1.625 0.9 0.7 -0.5 0.098
H 1.012 2.140 -4.085 0.1 -0.1 0.1 0.055
H -2.090 1.193 -3.226 -0.3 0.6 -0.2 0.147
H -2.693 -3.206 0.352 0.0 0.6 -0.5 0.162
H -2.692 1.604 3.360 0.1 -0.4 -0.6 0.072
H 4.572 0.560 -1.882 0.0 0.2 0.2 0.059
H 0.978 -2.271 2.203 -0.1 -0.4 -0.1 0.007
H -4.211 0.051 1.125 0.2 -0.3 0.8 0.102
H 2.613 -1.008 2.812 0.0 -0.1 -0.1 -0.017
H 2.762 -0.466 -2.888 -0.5 -0.1 0.5 0.020
H -0.036 -1.930 -2.441 0.5 0.1 0.6 0.131
H -0.078 -0.672 5.027 -0.7 -0.2 0.1 0.084
H -3.916 -0.814 -1.418 -0.6 -0.5 -0.2 0.100
H 2.902 -0.920 1.333 -0.2 -0.2 -0.2 0.061
H -2.443 -0.380 -1.418 -1.2 -1.1 0.6 0.023
H -0.906 0.672 1.290 -0.2 0.3 -0.8 0.080
H -2.574 0.318 2.307 -0.5 1.4 1.1 0.005
H -2.094 -1.586 0.333 -0.1 -0.9 0.1 0.097
H -3.304 0.328 0.013 0.8 -0.5 0.9 0.075
H -0.874 2.629 -0.329 -0.2 0.6 -0.7 0.099
H 2.881 4.097 -1.626 -0.5 0.0 0.4 0.063
H -1.486 -2.801 1.372 0.5 0.2 -0.8 0.123
H 2.700 -0.326 -4.332 -0.1 -0.5 -0.4 0.061
```
Forces are in eV/Å.

energy above the lowest of the compared OMol25 structures with the same formula, charge and spin = 780.9 kJ/mol
LUMO = -2.5 eV
charge = +1